Formula: C5H9NO
Source: OMol25
Level of theory: ωB97M-V with the def2-TZVPD basis set

Structure (XYZ):
```
16
Properties=species:S:1:pos:R:3:forces:R:3:mulliken_charge:R:1
C 1.97597 -0.98295 -0.69290 -0.22 -0.03 0.11 -1.390
C 0.72983 -0.03740 -0.58942 -0.22 0.12 0.16 0.588
C 0.97755 1.03379 0.37690 -0.05 0.79 0.84 0.205
N 0.92683 1.80193 1.24030 0.50 -0.48 -0.76 -0.535
C -0.70448 -0.57520 -0.11942 0.18 -0.10 -0.15 -0.681
C -1.63546 0.31045 0.75095 0.16 -0.49 0.02 -0.704
O -2.03556 1.49774 0.09315 0.06 0.11 -0.04 -0.534
H 1.81754 -1.82530 -1.37603 -0.27 0.19 0.16 0.356
H 2.29243 -1.38452 0.27508 -0.28 0.06 -0.06 0.334
H 2.84823 -0.43789 -1.09147 -0.49 0.04 0.15 0.372
H 0.63013 0.42127 -1.58320 -0.20 0.01 0.33 0.213
H -1.31227 -0.79486 -1.00452 0.35 -0.15 -0.02 0.310
H -0.60969 -1.50185 0.46228 0.24 0.06 -0.26 0.329
H -1.23697 0.53182 1.75100 0.16 -0.12 -0.37 0.465
H -2.50749 -0.34653 0.89113 -0.02 0.23 0.09 0.337
H -2.01552 2.23077 0.72134 0.11 -0.23 -0.20 0.335
```
Forces are in eV/Å.

Calculated values
Kohn-Sham gap in eV: 11.26
Total charge: 0
M in g mol⁻¹: 99.1
Lowest unoccupied orbital energy in eV: 0.91

***

Formula: C17H29F3NO4
Source: OMol25
Level of theory: ωB97M-V with the def2-TZVPD basis set

Structure (XYZ):
```
54
Properties=species:S:1:pos:R:3:forces:R:3:mulliken_charge:R:1
C 4.94386 -2.25464 1.47670 -0.08 0.53 -0.94 -0.835
C 4.79492 -1.43877 0.08652 1.21 -1.72 -3.40 0.631
O 5.01317 -1.99340 -1.02594 -0.93 1.99 4.68 -0.509
O 4.40186 -0.04650 0.04563 -1.09 -2.69 0.60 -0.418
C 3.02014 -0.00132 -0.46524 -0.26 0.10 -0.92 0.208
C 2.98457 1.07093 -1.67011 -0.82 0.37 0.31 -0.985
C 1.87362 2.23448 -1.38448 0.87 -0.79 0.18 -0.276
C 0.52736 1.93026 -2.22446 0.24 0.89 0.00 -0.867
C -0.76914 2.39215 -1.38769 -1.22 -0.14 0.10 -0.405
C -1.86985 1.25020 -1.20616 -1.64 -1.36 0.04 -0.409
N -3.16897 1.30485 -1.54787 2.30 0.13 -0.24 -0.122
C -4.04795 0.13812 -1.14119 -0.27 0.58 2.43 -0.632
C -3.04927 -0.93116 -0.48440 -0.18 -0.04 0.14 -0.062
C -3.17018 -2.49109 -0.94937 -1.00 1.98 -0.10 -0.688
O -1.80386 -2.98579 -0.99167 -1.48 -2.84 0.14 -0.297
C -1.74798 -4.39320 -0.95539 2.07 -1.45 0.09 0.851
F -0.36533 -4.73190 -0.82437 -3.46 0.98 -0.35 -0.239
F -2.20033 -5.03249 -2.12438 0.66 1.74 2.68 -0.236
F -2.40056 -4.98390 0.14334 1.12 1.59 -2.51 -0.239
C -1.62854 -0.20976 -0.60344 1.57 0.78 0.37 0.463
C -0.88060 -0.07727 0.83113 -0.55 0.22 -0.15 -0.256
C -1.71783 0.84659 1.86224 1.42 -0.77 0.86 -0.223
C -0.75871 1.07609 3.16472 -0.69 1.08 -1.07 -0.518
C 0.21213 2.31401 2.76458 -0.54 -0.85 0.42 -0.144
O 1.13118 2.61006 3.86724 -0.09 -1.02 -2.04 -0.506
H 4.53583 -1.64132 2.34398 0.63 -0.94 -1.13 0.267
H 4.36588 -3.23337 1.31700 0.76 1.56 0.31 0.269
H 6.04480 -2.55319 1.63730 -1.73 0.72 -0.31 0.305
H 2.67127 -1.03841 -0.83689 0.78 1.60 0.52 0.325
H 2.32240 0.27345 0.39820 1.00 -0.07 -1.07 -0.031
H 2.66617 0.57619 -2.65053 0.77 0.50 1.34 0.305
H 4.03160 1.50791 -1.79347 -1.51 -0.66 0.24 0.381
H 1.70311 2.22806 -0.24289 -0.06 0.07 -1.77 -0.012
H 2.32559 3.26164 -1.62131 -0.92 -1.48 0.13 0.454
H 0.45587 0.83564 -2.56021 0.16 1.58 0.66 0.456
H 0.57732 2.57943 -3.17513 -0.21 -1.20 1.38 0.313
H -0.41141 2.72119 -0.34133 -0.81 -0.70 -1.46 0.141
H -1.31392 3.29495 -1.85218 0.93 -1.36 0.64 0.557
H -3.57419 2.12675 -2.03557 0.37 -0.72 0.55 0.307
H -4.83387 -0.20108 -1.88476 1.36 0.58 0.60 0.382
H -4.56108 0.59584 -0.20221 0.18 -0.87 -1.90 0.290
H -3.36628 -0.98177 0.61340 0.86 0.31 -1.51 0.165
H -3.82421 -2.99121 -0.15686 1.21 0.34 -1.19 0.353
H -3.71514 -2.53792 -1.95714 1.12 -0.24 1.24 0.297
H -0.84434 -0.66150 -1.32736 -1.56 0.26 1.04 0.732
H 0.17336 0.33659 0.64079 -1.60 -0.45 0.34 -0.617
H -0.73546 -1.11728 1.30401 -0.35 1.51 -0.89 0.433
H -1.94251 1.89352 1.45692 0.06 -1.52 0.32 0.079
H -2.67227 0.31113 2.20564 1.29 0.90 -0.69 0.364
H -1.44221 1.41388 4.02571 1.34 -0.63 -1.10 0.298
H -0.17592 0.12326 3.42632 -0.87 1.46 -0.31 0.253
H 0.79302 2.06185 1.79475 -0.82 0.42 1.50 0.044
H -0.47130 3.21188 2.53625 1.25 -1.14 0.60 0.260
H 1.89421 2.00731 3.68157 -0.80 0.90 0.59 0.345
```
Forces are in eV/Å.

Calculated values
Kohn-Sham gap in eV: 8.37
Total charge: +1
M in g mol⁻¹: 368.4
Lowest unoccupied orbital energy in eV: -4.07

***

total charge of number 1 (C5H9NO)?
0